# 1
Density functional theory data (wB97M-V/def2-TZVPD) for a structure of composition C16H16N4O6PS2SeV at a distorted geometry.

Results
Lowest unoccupied orbital energy (spin up / spin down)   0.582 / 0.649 eV
Charge   -1
HOMO-LUMO gap (spin up / spin down)   4.82 / 4.80 eV
<S²>   0.77
2S+1   2

Each line ends with the natural charge from an NBO analysis.
Atoms and positions in Å:
V (0.3139, 0.3863, 0.1258)  0.868
C (-3.8486, -2.5742, 2.7799)  -0.620
C (-2.3662, -2.8503, 2.8069)  -0.066
O (-1.6737, -1.5957, 2.9058)  -0.830
P (-0.2605, -1.4078, 2.1869)  1.715
S (0.3452, 0.4092, 2.6536)  -0.448
S (-0.3818, -1.9157, 0.2430)  -0.469
O (0.5809, -2.5541, 2.9217)  -0.841
C (1.8387, -3.0464, 2.4097)  -0.061
C (2.9975, -2.2300, 2.9340)  -0.638
H (-4.4029, -3.5145, 2.8174)  0.208
H (-4.1246, -2.0415, 1.8695)  0.210
H (-4.1353, -1.9618, 3.6358)  0.214
H (-2.0503, -3.3760, 1.9037)  0.193
H (-2.0893, -3.4536, 3.6717)  0.180
H (1.8153, -3.0349, 1.3224)  0.202
H (1.8938, -4.0810, 2.7382)  0.179
H (2.9027, -1.1900, 2.6239)  0.240
H (3.9316, -2.6243, 2.5274)  0.213
H (3.0409, -2.2718, 4.0239)  0.203
O (3.0342, 0.3325, -6.1994)  -0.736
C (1.8067, 0.4433, -6.0164)  0.728
O (0.8471, 0.4057, -6.8153)  -0.747
C (1.3851, 0.4149, -4.5277)  -0.040
C (0.0456, 0.4232, -4.1729)  -0.211
C (-0.3188, 0.3854, -2.8407)  0.026
N (0.5891, 0.3471, -1.8536)  -0.462
C (1.8988, 0.3329, -2.1954)  0.047
C (2.3267, 0.3657, -3.5020)  -0.177
C (2.8182, 0.2544, -1.0022)  0.768
O (4.0125, 0.2685, -1.0804)  -0.565
O (2.1302, 0.1675, 0.1501)  -0.683
H (-0.6957, 0.4566, -4.9598)  0.253
H (-1.3560, 0.3792, -2.5328)  0.198
H (3.3827, 0.3540, -3.7392)  0.269
Se (-3.6184, 0.9536, 0.2309)  0.892
N (-3.6460, 2.7482, 0.3012)  -0.655
C (-2.4026, 3.1701, 0.2489)  0.180
C (-1.8877, 4.4988, 0.2728)  -0.298
C (-0.5277, 4.6481, 0.1794)  -0.194
C (0.3778, 3.5705, 0.0785)  -0.079
N (-0.0602, 2.3039, 0.0692)  -0.442
C (-1.4184, 2.1176, 0.1407)  0.284
N (-1.8324, 0.8763, 0.1052)  -0.664
H (-2.5520, 5.3475, 0.3608)  0.223
H (-0.1100, 5.6472, 0.1846)  0.219
H (1.4442, 3.7153, 0.0142)  0.212

Forces on atoms 1 to 6 (eV/Å):
-0.508 0.202 0.843
-0.071 0.017 0.015
0.033 -0.018 0.020
-0.128 -0.081 -0.043
-0.120 -0.425 0.501
-0.188 -0.245 -0.350

=====

# 2
Density functional theory data (wB97M-V/def2-TZVPD) for a structure of composition C16H16N4OS2 at a distorted geometry.

Results
Lowest unoccupied orbital energy   -0.711 eV
HOMO-LUMO gap   6.94 eV

Each line ends with the natural charge from an NBO analysis.
Atoms and positions in Å:
C (-3.8116, -2.9270, -0.7606)  -0.609
C (-2.6600, -2.1595, -0.1143)  -0.117
C (-1.7896, -2.7074, 0.7324)  -0.177
C (-0.9161, -2.1354, 1.4231)  -0.212
C (-0.8314, -0.9151, 1.1299)  -0.214
C (-1.7739, -0.1685, 0.4642)  0.137
C (-2.7877, -0.8964, -0.1354)  0.098
C (-3.6277, -0.0379, -1.3811)  -0.634
H (-3.3563, 0.9997, -1.4984)  0.229
H (-3.5585, -0.6034, -2.2355)  0.209
H (-4.6913, 0.1306, -0.8713)  0.213
N (-1.6778, 1.4143, 0.1756)  -0.295
C (-0.4890, 1.7981, -0.3628)  0.023
N (-0.6216, 3.3666, -0.1258)  -0.433
C (-1.8380, 3.4656, 0.3347)  -0.027
C (-2.4972, 2.2528, 0.8613)  -0.128
H (-3.3156, 1.8754, 1.2670)  0.217
H (-2.2078, 4.4207, 0.7538)  0.193
S (0.9363, 1.2680, -1.0778)  0.379
C (2.1523, 2.1259, -0.0545)  -0.674
C (2.3197, 1.3423, 1.0298)  0.620
O (1.5450, 1.5926, 2.2493)  -0.653
N (3.3351, 0.4797, 1.2161)  -0.587
C (4.2359, 0.0619, 0.4286)  0.169
N (4.5677, 0.7501, -1.1080)  -0.499
C (5.6795, -0.0082, -1.5176)  0.045
C (6.1490, -1.2797, -0.8723)  -0.528
S (5.3666, -1.2131, 0.5960)  0.522
H (6.8683, -1.7610, -1.0643)  0.189
H (5.9431, 0.3208, -2.3868)  0.188
H (3.3543, -0.0523, 1.9757)  0.421
H (3.0259, 2.0133, -0.9397)  0.327
H (1.8438, 3.1304, 0.0042)  0.304
H (-0.1406, -0.2926, 1.8011)  0.239
H (-0.3413, -2.6900, 2.1272)  0.221
H (-2.0015, -3.6628, 0.9362)  0.193
H (-3.6621, -2.8775, -2.0922)  0.205
H (-3.8550, -3.9494, -0.2713)  0.220
H (-4.8705, -2.4718, -0.6365)  0.227

Forces on atoms 1 to 6 (eV/Å):
-0.584 -0.612 -2.769
-4.297 -4.656 -1.458
-4.345 -5.153 -2.680
3.800 -3.347 3.697
3.475 11.961 2.804
-0.252 2.042 -1.341

=====

# 3
Density functional theory data (wB97M-V/def2-TZVPD) for a structure of composition C16H17Br2MgN4OSe2Te2.

Results
Lowest unoccupied orbital energy   2.208 eV
Charge   -1
HOMO-LUMO gap   5.52 eV

Each line ends with the natural charge from an NBO analysis.
Atoms and positions in Å:
Mg (1.7208, 0.3965, 1.7574)  1.684
Br (-2.2225, 3.3430, 2.3841)  0.037
C (-2.1595, 1.4528, 2.2117)  -0.214
C (-3.3538, 0.7323, 2.1993)  -0.229
C (-3.3282, -0.6271, 2.0442)  -0.102
Br (-4.9913, -1.5661, 2.0084)  0.008
C (-2.1124, -1.3243, 1.8896)  -0.113
C (-1.9926, -2.7233, 1.7427)  -0.148
C (-0.7529, -3.2869, 1.6092)  -0.245
C (0.3775, -2.4592, 1.5962)  0.061
N (0.2989, -1.1551, 1.7117)  -0.520
C (-0.9108, -0.5703, 1.8829)  0.091
C (-0.9012, 0.8617, 2.0697)  0.425
O (0.1975, 1.5352, 2.0470)  -0.880
H (-4.2930, 1.2550, 2.3123)  0.234
H (-2.8888, -3.3277, 1.7443)  0.225
H (-0.6396, -4.3579, 1.5153)  0.217
H (1.3744, -2.8765, 1.5146)  0.206
Se (1.4987, -0.8205, 4.5208)  -0.858
Te (3.3068, 0.6026, 5.4671)  0.032
Te (5.1601, 0.1120, 3.5645)  0.003
Se (4.0783, 1.2953, 1.6164)  -0.917
C (-1.6097, 1.4872, -2.6713)  -0.413
C (-1.2506, 2.3474, -1.4742)  -0.203
N (-0.0527, 1.8380, -0.8363)  -0.623
C (0.7302, 0.8202, -1.2851)  0.630
N (1.5859, 0.2702, -0.4763)  -0.712
C (2.5874, -0.6501, -1.0045)  -0.227
C (2.1497, -1.3429, -2.2869)  -0.421
C (1.6404, -0.2837, -3.2466)  -0.196
N (0.5680, 0.4520, -2.6071)  -0.455
C (-0.3340, 1.2099, -3.4488)  -0.198
H (-2.3453, 1.9925, -3.2976)  0.213
H (-2.0315, 0.5377, -2.3349)  0.213
H (-2.0719, 2.3612, -0.7541)  0.212
H (-1.0828, 3.3807, -1.7977)  0.180
H (0.1316, 2.1012, 0.1267)  0.442
H (2.7995, -1.3938, -0.2326)  0.199
H (3.5199, -0.1031, -1.1697)  0.208
H (1.3394, -2.0459, -2.0760)  0.202
H (2.9821, -1.8930, -2.7283)  0.211
H (1.2417, -0.7322, -4.1590)  0.193
H (2.4642, 0.3857, -3.5321)  0.177
H (-0.5384, 0.6087, -4.3368)  0.198
H (0.1106, 2.1606, -3.7802)  0.175

Forces on atoms 1 to 6 (eV/Å):
0.873 -0.153 0.396
-0.042 -0.122 -0.015
0.290 0.157 -0.025
0.011 -0.232 -0.008
-0.323 0.097 0.005
0.099 0.037 0.021

=====

Summary of molar mass in g/mol
585.3, 344.5, 878.6
(order as listed above)